C25H33F4N2O11P | ωB97M-V/def2-TZVPD

* relative energy (zero: lowest compared OMol25 entry of this formula, charge and spin): 0.0 kcal per mole
* SMILES string: CCOc1c(P(=O)(O)O)cc(CCC(F)=C(F)F)c2nc(C)c(CC(=O)F)nc12.CCOC(=O)OC.CCOC(=O)OC
* frontier orbital gap: 0.30711 hartree
* max |F|: 0.037 hartree/bohr
* net charge: 0
* total energy: -2650.514089 Ha

CARTESIAN COORDINATES (ANGSTROEM)
O1 -0.46 5.51 -0.96
C1 -4.92 3.07 -0.49
O2 3.45 -6.18 2.81
C2 -0.23 4.40 -1.37
C3 5.30 0.02 0.61
H1 0.90 6.66 -4.51
N1 0.26 -1.00 -0.28
H2 -0.09 -5.62 0.28
C4 -1.54 -2.44 0.32
H3 -6.27 1.64 1.21
H4 3.11 -6.06 3.71
C5 -3.03 -2.71 0.33
C6 3.29 -2.61 0.88
O3 0.90 -5.15 2.04
H5 1.21 6.45 -2.79
O4 -0.04 3.31 -0.62
F1 -3.38 -3.05 2.65
C7 1.08 -1.92 0.28
H6 3.49 0.21 1.62
H7 -4.94 2.42 2.11
C8 -0.06 3.55 0.79
H8 3.70 -0.78 -1.20
F2 5.75 0.36 2.86
H9 1.86 5.28 -3.94
O5 -5.84 3.77 -0.15
C9 -3.67 -2.25 1.61
H10 -2.80 5.56 -1.49
C10 2.78 -3.78 1.51
C11 2.49 -1.70 0.28
H11 -4.02 6.54 -2.34
H12 1.98 -7.61 1.30
O6 -4.51 1.97 0.14
F3 5.89 -0.15 -0.59
C12 -0.26 5.10 -3.60
C13 -1.92 -0.17 -0.83
O7 -4.38 -1.30 1.75
H13 -3.96 4.25 -3.30
P1 4.01 -4.77 2.34
H14 -2.82 -0.56 -1.27
H15 1.09 -7.67 -0.21
H16 -0.30 -6.75 1.59
H17 2.30 -6.39 0.03
H18 -1.34 0.38 -1.57
O8 -4.14 3.25 -1.56
H19 -4.82 0.69 1.66
C14 1.00 5.93 -3.72
H20 -4.36 5.88 -0.74
F4 6.96 -1.13 1.82
C15 -4.43 4.43 -2.33
H21 5.92 -5.32 1.73
H22 0.82 4.12 1.10
H23 -3.55 -2.30 -0.52
O9 4.55 -4.02 3.49
H24 4.36 -2.45 0.93
H25 -5.51 4.51 -2.49
C16 3.86 0.42 0.61
C17 3.06 -0.47 -0.37
O10 5.12 -5.07 1.24
H26 -2.15 0.56 -0.04
O11 -0.12 4.04 -2.64
C18 6.00 -0.24 1.71
C19 0.56 -3.09 0.87
H27 2.27 0.13 -0.82
C20 0.44 -6.12 1.10
H28 -0.48 4.61 -4.54
H29 -0.05 2.57 1.26
H30 3.72 1.48 0.38
H31 -3.14 -3.80 0.29
C21 -1.03 -1.23 -0.25
H32 -1.12 5.72 -3.34
C22 -3.87 5.68 -1.69
N2 -0.78 -3.35 0.86
H33 -0.97 4.09 1.08
C23 -5.19 1.67 1.36
C24 1.54 -6.99 0.52
C25 1.44 -4.03 1.48



C25H33I2LaOP2Si | ωB97M-V/def2-TZVPD

* relative energy (zero: lowest compared OMol25 entry of this formula, charge and spin): 21.3 kcal per mole
* frontier orbital gap (spin up / spin down): 0.19292 / 0.20614 hartree
* max |F|: 0.127 hartree/bohr
* net charge: +2
* total energy: -2646.298083 Ha

CARTESIAN COORDINATES (ANGSTROEM)
C1 -1.33 1.79 -0.50
C2 2.64 1.29 3.33
C3 0.67 1.58 -3.51
H1 -2.46 -2.97 -0.38
H2 4.31 0.78 -2.16
H3 1.21 3.13 0.21
H4 -0.20 1.04 -3.88
P1 -0.21 -3.41 0.34
H5 -1.96 5.09 -1.20
C4 -2.02 4.01 -1.28
H6 -2.42 0.13 -1.38
H7 -3.64 1.53 -2.99
C5 -3.05 1.02 1.99
C6 0.56 -3.77 2.06
C7 -1.97 -3.11 0.58
H8 -4.57 -0.33 4.73
H9 -3.21 1.71 1.15
I1 1.75 -4.78 -3.96
C8 3.42 1.42 -2.41
C9 -2.87 3.40 -2.23
H10 3.21 1.97 -1.46
C10 2.70 3.17 1.79
C11 -4.05 0.76 2.94
H11 3.14 4.10 1.46
C12 -1.26 3.20 -0.40
C13 1.53 0.78 2.65
H12 3.03 0.76 4.19
H13 -2.36 -1.50 4.85
C14 0.99 1.45 1.54
H14 0.14 -4.57 2.73
C15 2.38 -0.52 -4.50
C16 -1.57 -0.54 3.11
H15 2.69 0.07 -5.37
H16 1.06 -0.14 3.00
H17 1.52 -1.08 -4.92
I2 3.77 -3.55 -2.40
H18 3.16 -1.29 -4.44
C17 1.60 2.64 1.10
H19 -2.57 -3.88 1.05
C18 -1.81 0.36 2.07
H20 0.88 2.27 -4.32
H21 -5.00 1.28 2.85
C19 3.23 2.50 2.91
P2 1.91 0.38 -2.98
Si1 -0.52 0.71 0.74
H22 -2.23 -2.20 1.14
H23 3.86 2.21 -3.08
C20 -0.12 -4.99 -0.59
H24 -3.47 4.02 -2.90
C21 -3.80 -0.14 3.98
H25 1.64 -4.04 1.97
H26 -0.60 -4.92 -1.58
H27 0.28 2.21 -2.71
H28 0.88 -5.39 -0.85
C22 -2.23 1.21 -1.40
C23 -2.56 -0.80 4.06
O1 3.15 -1.22 0.53
H29 -0.61 -1.05 3.15
C24 2.27 -1.40 -0.24
H30 0.57 -2.86 2.72
H31 -0.62 -5.86 -0.17
C25 -2.96 2.00 -2.29
H32 -0.68 3.66 0.38
La1 0.70 -2.25 -2.25
H33 4.06 2.92 3.46



C25H33N4O4S2 | ωB97M-V/def2-TZVPD

* relative energy (zero: lowest compared OMol25 entry of this formula, charge and spin): 28.1 kcal per mole
* SMILES string: CCOc1ccc2nc(N(CCCN(C)C)C(=O)c3ccc(S(=O)(=O)[NH+]4CCCC4)cc3)sc2c1
* frontier orbital gap: 0.25560 hartree
* max |F|: 0.023 hartree/bohr
* net charge: +1
* total energy: -2288.559934 Ha

CARTESIAN COORDINATES (ANGSTROEM)
H1 -3.83 1.82 1.89
H2 3.51 -1.20 1.88
O1 3.84 2.24 0.80
H3 -3.50 -3.66 1.82
C1 2.80 1.66 0.64
N1 6.36 0.08 -0.34
H4 -1.37 2.85 2.24
H5 -5.18 -3.66 1.27
H6 -6.46 0.42 0.09
H7 -5.31 -0.47 -0.90
N2 0.68 0.15 -0.53
H8 -1.43 0.47 -2.21
O2 -3.54 3.95 0.99
C2 4.38 -1.34 -0.11
C3 -1.48 -2.71 0.07
H9 -4.40 -5.18 1.71
H10 8.29 -0.44 0.23
N3 2.68 0.28 0.68
H11 -2.86 -4.98 -0.25
H12 -0.60 3.64 -1.88
H13 4.57 0.40 -1.35
C4 -2.55 -2.43 -0.77
H14 1.77 2.92 -1.58
C5 0.61 2.37 1.57
C6 7.50 -0.81 -0.42
H15 -2.54 0.64 1.52
H16 -2.82 1.04 -0.74
H17 3.57 -1.82 -0.67
C7 3.83 -0.54 1.07
O3 -3.66 -3.18 -0.90
C8 6.71 1.43 -0.73
S1 1.05 -1.90 1.02
C9 -1.10 3.20 0.15
C10 -0.69 2.81 1.41
C11 -0.23 3.29 -0.93
H18 5.48 -1.00 -1.94
C12 1.53 -0.34 0.30
C13 -5.41 0.31 -0.14
H19 -4.12 -1.04 0.98
C14 -4.58 -0.06 1.10
C15 -3.80 -4.41 -0.20
H20 -4.57 -4.95 -0.75
C16 5.20 -0.44 -1.04
N4 -3.42 1.63 -0.13
H21 -4.83 1.75 -1.71
O4 -3.13 3.85 -1.45
H22 -5.19 -0.08 2.00
C17 -2.53 -1.28 -1.58
S2 -2.83 3.45 -0.13
H23 4.60 0.13 1.43
C18 1.08 2.88 -0.75
H24 -1.44 -3.60 0.67
H25 7.56 1.75 -0.14
H26 7.21 -1.80 -0.08
H27 -5.31 2.48 -0.17
H28 6.97 1.51 -1.80
H29 7.89 -0.90 -1.45
H30 0.96 2.03 2.53
C19 -0.42 -1.81 0.10
C20 -3.51 1.03 1.21
C21 -1.49 -0.38 -1.54
H31 5.87 2.09 -0.51
H32 5.02 -2.13 0.29
C22 -4.81 1.63 -0.63
H33 -3.35 -1.14 -2.27
C23 -4.24 -4.21 1.25
C24 1.47 2.34 0.47
C25 -0.42 -0.63 -0.68



C25H33N5O6 | ωB97M-V/def2-TZVPD

* relative energy (zero: lowest compared OMol25 entry of this formula, charge and spin): 2.1 kcal per mole
* SMILES string: C[C@H](NC(=O)c1nc[nH]c1C(=O)NC1CCN(C(=O)OC(C)(C)C)CC1)C(=O)OCc1ccccc1
* frontier orbital gap: 0.35282 hartree
* max |F|: 0.019 hartree/bohr
* net charge: 0
* total energy: -1697.810839 Ha

CARTESIAN COORDINATES (ANGSTROEM)
H1 -0.54 6.29 -3.75
N1 -1.64 -1.94 -0.63
H2 2.02 2.20 2.26
H3 -1.22 2.17 -2.84
C1 0.23 -3.50 -0.59
C2 -4.50 0.36 -2.72
O1 3.35 0.85 -0.38
C3 -0.23 5.38 -3.26
H4 1.28 -3.61 -0.85
H5 1.19 -2.18 1.59
C4 1.34 4.17 -1.91
C5 0.97 1.74 -1.36
H6 0.35 -1.36 -0.30
C6 4.02 2.93 1.80
C7 2.94 1.85 1.78
O2 -1.71 -0.02 -1.81
C8 3.10 -3.00 2.92
C9 2.76 -0.50 2.30
C10 -5.79 -0.08 -0.61
H7 1.55 6.23 -2.44
H8 -4.85 -0.58 -3.13
C11 -0.22 -2.08 -0.90
C12 2.05 -3.87 2.32
H9 -5.73 -0.17 0.47
H10 -2.49 -3.83 -0.33
H11 -1.80 -3.96 2.07
C13 -2.28 -0.86 -1.13
C14 -3.90 1.57 -0.59
H12 5.81 -2.83 4.64
H13 2.25 4.14 -1.34
H14 4.31 3.15 2.82
C15 -2.25 -2.92 0.24
C16 -0.62 3.06 -2.76
H15 -0.05 -1.83 -1.96
H16 0.11 -4.89 1.07
C17 -1.31 -3.25 1.39
H17 -3.19 -2.50 0.62
H18 1.78 1.26 -1.92
N2 4.57 -1.46 3.64
C18 0.04 -3.81 0.90
H19 -2.93 1.82 -0.99
H20 0.13 1.05 -1.30
H21 -1.12 -2.33 1.95
O3 2.11 -5.08 2.46
H22 4.32 0.63 2.89
H23 -1.92 4.26 -3.95
H24 -4.59 2.38 -0.82
C19 0.56 3.02 -2.02
C20 4.94 -2.64 4.05
O4 -3.58 -0.84 -0.80
H25 -5.19 1.15 -3.00
N3 1.11 -3.20 1.65
C21 3.42 -1.65 2.92
H26 -6.13 -1.03 -1.02
H27 3.64 3.84 1.34
H28 -3.82 1.47 0.49
C22 2.60 1.48 0.33
O5 1.44 1.98 -0.03
C23 0.94 5.34 -2.53
H29 -3.52 0.58 -3.13
H30 4.89 2.59 1.24
N4 3.42 0.66 2.45
N5 4.09 -3.60 3.64
C24 -1.01 4.24 -3.38
H31 -0.34 -4.21 -1.20
C25 -4.42 0.27 -1.20
O6 1.68 -0.56 1.70
H32 4.11 -4.60 3.79
H33 -6.51 0.69 -0.87



C25H33NiO2S | ωB97M-V/def2-TZVPD

* frontier orbital gap (spin up / spin down): 0.19233 / 0.19083 hartree
* multiplicity: 3
* max |F|: 0.048 hartree/bohr
* net charge: -1
* total energy: -3029.261529 Ha

CARTESIAN COORDINATES (ANGSTROEM)
O1 -7.09 0.05 0.03
C1 1.90 5.15 -2.83
C2 0.06 -2.00 -1.18
C3 1.63 -0.20 1.55
H1 -8.05 1.31 -1.32
C4 0.54 -0.97 2.06
C5 3.63 3.84 -1.74
C6 0.69 0.00 -2.17
C7 -3.74 -2.40 -1.11
H2 -9.87 -1.30 1.11
H3 -10.21 1.03 -0.45
S1 -0.04 2.44 -0.72
H4 -9.64 1.04 1.23
H5 2.93 2.22 -0.48
H6 -4.68 -0.94 1.92
H7 -2.80 -2.79 -1.51
H8 -7.53 -1.94 -0.40
H9 -0.75 2.12 2.21
C8 -0.53 -0.10 2.36
C9 -9.36 -0.86 0.26
C10 -2.70 -2.59 1.17
C11 2.66 3.05 -1.13
H10 2.86 -0.17 -1.53
Ni1 0.77 0.58 -0.19
C12 1.29 3.31 -1.36
C13 1.84 -0.54 -1.44
H11 -1.35 -0.87 -2.51
C14 -0.15 1.23 2.05
H12 -2.60 -2.12 2.15
H13 2.02 -2.42 -0.21
H14 0.74 0.79 -2.91
H15 -4.09 1.06 -0.23
H16 -0.49 -2.92 -0.99
C15 3.26 4.88 -2.60
H17 -4.44 -3.24 -0.98
C16 -3.64 0.36 0.49
H18 0.56 -2.04 2.27
H19 -1.69 -2.80 0.77
H20 2.64 -0.55 1.34
C17 -4.53 -0.81 0.84
C18 -7.85 -1.16 0.32
C19 -3.43 -1.69 0.20
H21 -5.48 -0.78 0.30
C20 1.23 1.21 1.60
H22 -3.19 0.88 1.35
H23 -4.17 -1.69 -1.84
C21 -0.39 -0.94 -2.00
H24 4.68 3.64 -1.55
C22 1.40 -1.75 -0.79
H25 -7.56 -1.52 1.32
H26 -3.23 -3.55 1.28
C23 -8.04 1.11 -0.23
H27 -7.69 2.03 0.27
C24 0.92 4.38 -2.22
H28 -9.77 -1.29 -0.66
O2 -2.66 -0.51 -0.12
H29 1.58 5.97 -3.47
H30 -1.45 -0.38 2.88
H31 4.02 5.49 -3.09
H32 -0.14 4.54 -2.39
H33 1.93 2.03 1.58
C25 -9.44 0.67 0.22



C25H34BBr8F2N3O2S2 | ωB97M-V/def2-TZVPD

* frontier orbital gap: 0.23771 hartree
* max |F|: 0.198 hartree/bohr
* net charge: 0
* total energy: -22900.093873 Ha

CARTESIAN COORDINATES (ANGSTROEM)
C1 -4.12 2.23 4.47
C2 -0.07 0.22 4.50
H1 4.39 -1.47 -0.61
C3 3.36 2.25 -1.64
N1 1.98 1.63 -1.72
H2 5.75 3.67 4.09
H3 0.65 1.04 -4.51
C4 2.08 -0.90 5.12
H4 -3.77 3.02 3.79
Br1 6.60 1.60 5.15
C5 -0.55 -0.40 -3.04
H5 -4.38 -1.42 -0.88
H6 -0.97 0.66 3.87
Br2 3.42 0.67 3.52
H7 -8.67 -1.07 -3.80
Br3 -6.47 -0.88 -0.66
H8 3.77 2.42 5.26
C6 -2.15 -2.27 -1.70
C7 3.27 -1.08 -0.74
H9 5.89 -3.20 -5.56
C8 1.36 -0.65 2.45
H10 5.78 2.34 2.90
C9 -3.19 0.36 -2.05
H11 1.18 -0.80 -4.48
H12 -4.87 3.69 5.87
Br4 -5.29 1.53 6.99
H13 -8.77 -0.18 -1.34
B1 1.93 0.40 -2.61
C10 -3.38 -1.17 -1.46
C11 -4.28 2.77 5.87
H14 -5.27 1.27 -1.31
C12 -7.80 -0.80 -3.20
C13 0.84 0.12 -3.81
H15 3.40 3.14 3.67
H16 -4.52 2.15 -2.91
O1 3.82 2.57 -0.40
C14 -0.73 -1.93 -2.48
H17 1.15 -2.12 -0.41
C15 -1.77 0.68 -2.82
H18 -5.04 1.80 4.06
S1 2.43 -2.06 1.81
H19 2.70 -3.27 -0.36
H20 0.15 -2.71 -2.62
C16 -8.10 -0.95 -1.73
Br5 -7.42 1.06 -3.66
C17 3.04 -0.83 -2.35
O2 0.77 3.35 -3.16
H21 -6.94 -1.39 -3.53
Br6 -2.75 0.85 4.39
H22 5.84 -2.68 -3.86
H23 -2.26 -3.36 -1.27
H24 4.06 -0.52 -2.83
Br7 3.97 -4.52 -2.51
F1 4.16 2.54 -2.86
Br8 3.82 -1.92 -5.13
H25 2.63 -1.86 -2.81
H26 -3.33 2.96 6.38
H27 3.11 -1.48 5.01
N2 1.20 -0.48 3.97
H28 -8.53 -1.94 -1.52
S2 0.57 0.45 1.42
H29 5.54 -5.25 -4.27
C18 -4.28 1.58 -1.89
F2 -0.11 2.90 -0.94
C19 4.01 2.40 4.20
H30 -1.60 1.77 -3.27
H31 -0.70 0.76 6.91
C20 2.28 -2.21 -0.08
H32 3.95 -4.87 -4.99
C21 5.48 2.62 3.92
C22 0.90 2.64 -2.03
N3 1.38 -0.41 6.38
H33 -3.76 2.41 -1.20
H34 3.16 -0.10 -0.11
C23 5.27 -3.15 -4.67
C24 0.05 0.28 6.14
C25 4.73 -4.51 -4.31



C25H34Cl3I3N7O3SV | ωB97M-V/def2-TZVPD

* relative energy (zero: lowest compared OMol25 entry of this formula, charge and spin): 4.7 kcal per mole
* frontier orbital gap (spin up / spin down): 0.21759 / 0.15210 hartree
* multiplicity: 2
* max |F|: 0.012 hartree/bohr
* net charge: -1
* total energy: -5198.162538 Ha

CARTESIAN COORDINATES (ANGSTROEM)
C1 -1.99 2.98 -0.27
H1 2.31 2.18 -3.93
O1 2.10 1.13 2.77
H2 4.65 2.90 -3.97
H3 -2.71 0.57 1.51
H4 0.47 1.42 -2.52
C2 -2.90 3.75 -0.99
C3 -2.03 1.34 -1.92
C4 -3.35 3.33 -2.22
N1 -1.55 1.80 -0.71
H5 2.90 -6.42 -2.81
H6 5.49 -3.96 -4.10
C5 -2.07 -2.59 1.93
N2 4.87 2.35 -3.15
C6 -2.75 0.30 -4.38
C7 1.86 -6.25 -2.54
C8 -1.88 -0.41 -3.55
C9 0.47 -2.06 2.19
I1 -1.01 -2.18 -4.23
O2 0.19 1.78 1.79
C10 -1.52 0.05 -2.29
C11 2.58 -3.89 -2.52
H7 2.98 0.84 0.70
S1 2.57 -2.40 -1.78
N3 3.55 -4.25 -3.44
H8 3.82 -5.21 -5.29
H9 2.14 -5.13 -4.75
N4 0.96 -1.11 1.18
C12 3.96 1.55 -1.05
H10 -3.68 -1.31 1.28
I2 -5.11 1.51 1.41
Cl1 3.16 3.74 3.38
N5 1.63 -4.83 -2.31
H11 -1.62 3.29 0.70
I3 -4.55 2.51 -5.28
H12 1.65 -0.51 1.64
H13 4.56 -2.45 -3.95
H14 1.31 -2.67 2.54
N6 -1.96 -0.13 1.47
H15 2.93 -3.68 -5.37
H16 -0.47 -3.97 2.13
H17 4.93 1.57 -0.58
H18 0.12 -1.49 3.05
C13 4.75 -3.43 -3.50
C14 1.28 1.96 2.39
H19 0.51 -4.91 -0.54
C15 -3.26 1.51 -3.98
C16 3.79 1.95 -2.38
C17 2.86 1.14 -0.34
C18 1.47 1.46 -2.11
V1 -0.30 0.47 0.23
H20 -3.01 -0.11 -5.35
C19 2.51 1.90 -2.91
C20 0.42 -4.54 -1.56
H21 -0.47 -3.13 0.60
C21 1.59 3.48 2.62
H22 -1.62 -0.18 2.43
Cl2 1.57 4.31 1.04
H23 -2.71 -3.45 1.70
H24 -2.45 -1.60 0.05
H25 0.23 -3.48 -1.55
O3 -0.73 -0.56 -1.46
H26 5.68 2.67 -2.65
H27 -4.06 3.91 -2.79
C22 3.08 -4.59 -4.78
C23 -2.91 2.08 -2.73
C24 -2.61 -1.42 1.12
C25 -0.62 -2.99 1.67
H28 1.65 -6.79 -1.61
H29 -0.42 -5.05 -2.05
H30 5.14 -3.27 -2.50
N7 1.62 1.09 -0.84
H31 -3.25 4.67 -0.56
H32 1.21 -6.64 -3.32
H33 -2.21 -2.38 3.00
Cl3 0.31 4.16 3.66
H34 1.42 -1.62 0.43